(1)
Below is a gas-phase ion, C8H10NO3S (charge -1), with properties calculated with the ωB97M-V functional and the def2-TZVPD basis.

- LUMO level (alpha / beta) (eV) = 3.14 / 1.38
- HOMO level (alpha / beta) (eV) = -1.01 / -4.52
- electronic energy (hartree) = -989.3597
- charge = -1
- spin multiplicity = 3

```
23
Properties=species:S:1:pos:R:3:forces:R:3:lowdin_spin:R:1
C -0.95758 -1.83958 0.05179 2.510 0.102 0.670 0.1179
C 0.92486 -0.50724 -0.11884 0.095 0.472 0.866 0.4938
C -1.83048 -2.60843 -0.63735 0.255 0.023 -0.449 0.2479
C 2.61684 -0.41402 0.19824 0.424 0.011 0.167 0.1151
C -1.30317 -0.99083 1.17311 -2.141 1.565 1.244 0.0205
C 0.25977 0.87902 -0.05038 0.356 -1.235 -1.492 0.0866
C 0.93894 1.84001 0.85584 0.858 -1.123 3.341 0.0088
C 0.17220 1.31949 -1.52860 2.234 1.589 -0.164 0.0242
N 0.42717 -1.67708 -0.22092 -2.046 0.064 -1.294 0.3834
O 2.72263 -0.65882 1.38288 0.453 -0.132 0.588 0.1755
O 3.36573 -0.11404 -0.72588 -1.125 -0.132 0.088 0.1710
O -2.53384 0.86534 -0.42441 -0.134 0.116 0.163 0.0277
S -1.57235 0.80381 0.71078 1.244 -0.872 -1.061 0.0645
H -1.40491 -2.97235 -1.55375 -0.392 -0.592 -0.318 0.0235
H -2.89752 -2.56773 -0.45371 0.209 -0.104 -0.011 0.0222
H -2.26578 -1.23038 1.65636 0.232 -0.170 -0.243 0.0002
H -0.57261 -0.84719 1.96261 0.542 -0.395 0.032 0.0036
H 0.49869 2.82747 0.83274 -0.443 0.173 0.117 0.0025
H 2.00100 1.97755 0.60465 -0.220 -0.271 0.181 0.0009
H 0.86447 1.34861 2.01597 0.379 1.653 -3.053 0.0019
H 0.78838 0.79753 -2.30829 -1.023 -0.453 1.140 0.0027
H 0.59621 2.33359 -1.69189 -0.248 -0.049 0.649 0.0032
H -0.83864 1.43527 -1.73097 -2.020 -0.241 -1.163 0.0026
```
Positions in Å, forces in eV/Å.



(2)
Below is a gas-phase ion, C4H8NO (charge +1), with properties calculated with the ωB97M-V functional and the def2-TZVPD basis.

- LUMO level (eV) = -3.67
- SMILES = CCC1=C(O)[NH2+]1
- HOMO level (eV) = -14.90
- electronic energy (hartree) = -286.8231
- charge = +1
- relative energy (zero: lowest compared OMol25 entry of this formula, charge and spin) (kJ/mol) = 313.57

```
14
Properties=species:S:1:pos:R:3:forces:R:3:mulliken_charge:R:1
C -0.36262 -0.30646 -2.00116 0.404 3.639 4.407 -1.1156
C 0.02872 -1.03000 -0.62428 -1.438 1.514 -0.939 -0.3316
C 0.21286 -0.16174 0.57014 0.323 0.006 0.641 0.4041
C 0.32794 0.30342 1.78109 1.391 -1.016 -0.782 0.0780
O 0.84204 0.38164 3.00635 -2.171 -2.261 0.786 -0.4632
N 0.02131 1.31888 0.73356 -4.198 -1.797 1.314 -0.2268
H 0.25867 0.68731 -2.10421 -1.337 -1.928 -0.046 0.2973
H -1.43301 -0.12059 -1.96652 0.033 0.418 -0.254 0.3089
H -0.16409 -0.93669 -2.75788 0.854 -2.111 -2.642 0.4139
H 0.90059 -1.54354 -0.85919 1.665 -1.194 0.176 0.3356
H -0.77343 -1.70840 -0.37824 -0.074 -0.530 0.071 0.3227
H 0.47718 -0.41466 3.61426 1.133 2.535 -1.944 0.4321
H 0.63312 1.96114 0.39860 2.766 2.226 -1.222 0.2505
H -0.96928 1.56970 0.58747 0.649 0.499 0.432 0.2940
```
Positions in Å, forces in eV/Å.



(3)
Below is C2H4BrN2P in the gas phase, with properties calculated with the ωB97M-V functional and the def2-TZVPD basis.

- LUMO level (alpha / beta) (eV) = -0.88 / -1.44
- HOMO level (alpha / beta) (eV) = -9.01 / -9.31
- electronic energy (hartree) = -3103.3119
- relative energy (zero: lowest compared OMol25 entry of this formula, charge and spin) (kJ/mol) = 179.31

```
10
Properties=species:S:1:pos:R:3:forces:R:3:mulliken_charge:R:1
C -0.41734 0.23129 0.62240 -1.483 -0.344 -0.061 -0.4172
C -0.47440 0.38087 -0.89030 0.915 -0.440 -0.172 -0.7102
N 1.65215 -1.57327 -1.02813 1.414 -0.581 1.468 -0.2733
N 0.82851 0.50729 1.19395 1.188 0.921 -0.602 -0.3117
P 0.54618 -0.97251 -1.82725 -1.988 1.075 -1.428 0.1833
Br 1.37944 -0.53806 2.53674 -0.119 -0.460 0.417 0.0195
H -1.09211 1.04468 0.94454 -0.012 -0.137 0.360 0.2969
H -0.87195 -0.72440 0.91684 0.063 0.119 0.038 0.4793
H -1.50986 0.32063 -1.22713 0.067 -0.084 -0.120 0.3732
H -0.04062 1.32348 -1.24166 -0.046 -0.069 0.100 0.3602
```
Positions in Å, forces in eV/Å.



(4)
Below is C3H7NO3 in the gas phase, with properties calculated with the ωB97M-V functional and the def2-TZVPD basis.

- LUMO level (eV) = 0.87
- SMILES = OCN[C@@]1(O)CO1
- HOMO level (eV) = -9.59
- electronic energy (hartree) = -398.9399
- relative energy (zero: lowest compared OMol25 entry of this formula, charge and spin) (kJ/mol) = 256.56

```
14
Properties=species:S:1:pos:R:3:forces:R:3:mulliken_charge:R:1
O -2.09512 0.34174 0.50227 -0.562 -0.312 0.161 -0.5301
C -1.07687 1.16269 0.01522 0.328 0.282 -0.067 -0.4525
N 0.20125 0.79288 0.58936 0.180 0.280 -0.151 -0.2880
C 0.89488 -0.28233 -0.01392 -0.565 -0.789 0.406 0.8026
O 2.14169 -0.38082 0.55409 0.343 0.173 0.070 -0.5333
C 0.19606 -1.45796 -0.53955 -0.246 -0.257 0.498 -0.6274
O 0.81595 -0.49675 -1.39132 0.551 0.701 -1.017 -0.4754
H -2.03931 0.32891 1.46547 0.060 0.035 -0.070 0.3292
H -1.26356 2.21336 0.27737 0.139 -0.130 -0.103 0.3891
H -1.09853 1.05207 -1.07747 0.001 0.030 0.220 0.3359
H 0.83016 1.57717 0.70277 -0.044 0.038 0.008 0.2249
H 2.69169 -0.95576 0.00810 -0.139 0.073 -0.016 0.3448
H 0.68614 -2.42394 -0.51747 0.045 -0.084 0.056 0.2290
H -0.88441 -1.47127 -0.57493 -0.089 -0.041 0.004 0.2511
```
Positions in Å, forces in eV/Å.